Entry 1:
ORCA calculation (ωB97M-V with the def2-TZVPD basis set) on a single C3H5N3 molecule.

Output
- energy relative to the best compared isomer or geometry (same formula, charge and spin) (kcal per mole) = 86.4
- HOMO energy (alpha / beta) (eV) = -7.53 / -7.53
- maximum force (eV/Å) = 0.301

The geometry in XYZ format:
```
11
C3H5N3 | the Open Molecules 2025 dataset | ωB97M-V with the def2-TZVPD basis set
N -1.38 1.39 0.41
C -0.47 0.42 0.03
C -0.53 -0.93 -0.44
N 0.72 -1.47 -0.57
C 1.54 -0.51 -0.23
N 0.90 0.63 0.14
H -2.30 1.12 0.05
H -0.96 -0.07 0.99
H -1.44 -1.50 -0.61
H 2.62 -0.59 -0.22
H 1.29 1.51 0.45
```

Here are the natural (NBO) charges for atoms 1 to 2, given in e:
1 N -0.8304
2 C 0.0576

=====

Entry 2:
ORCA calculation (ωB97M-V with the def2-TZVPD basis set) on 2 unconnected molecules or ions with the total composition C7H8BrClOSi at a distorted geometry.

Output
- energy relative to the best compared isomer or geometry (same formula, charge and spin) (kcal per mole) = 92.3
- HOMO energy (eV) = -6.14
- maximum force (eV/Å) = 5.196

The geometry in XYZ format:
```
19
C7H8BrClOSi | the Open Molecules 2025 dataset | ωB97M-V with the def2-TZVPD basis set
C -2.43 2.15 0.39
C -2.10 2.14 -1.01
C -1.83 1.30 1.24
C -1.13 1.32 -1.50
C -0.86 0.45 0.73
C -0.55 0.44 -0.60
C 2.38 -2.10 0.51
O 1.65 -1.76 -0.62
Si 0.66 -0.80 -1.32
Cl 1.26 -0.49 -3.14
Br 4.47 -3.81 2.47
H -3.19 2.80 0.81
H -2.63 2.96 -1.60
H -1.85 1.45 2.30
H -1.09 1.11 -2.58
H -0.45 -0.40 1.29
H 1.71 -2.24 1.42
H 3.09 -1.38 0.84
H 2.87 -3.14 0.38
```

Here are the natural (NBO) charges for atoms 1 to 2, given in e:
1 C -0.1399
2 C -0.1958

=====

Entry 3:
ORCA calculation (ωB97M-V with the def2-TZVPD basis set) on a molecular structure, C17H22N6STl at a distorted geometry.

Output
- energy relative to the best compared isomer or geometry (same formula, charge and spin) (kcal per mole) = 0.0
- charge = +1
- HOMO energy (eV) = -10.43
- maximum force (eV/Å) = 3.328

The geometry in XYZ format:
```
47
C17H22N6STl | the Open Molecules 2025 dataset | ωB97M-V with the def2-TZVPD basis set
Tl 0.15 0.33 1.93
N 0.80 -3.65 -0.37
C -0.45 -4.24 -0.05
C -0.55 -5.62 -0.04
C -1.80 -6.23 0.08
C -2.98 -5.42 0.22
C -2.83 -4.06 0.19
C -1.60 -3.43 0.03
S -1.46 -1.71 -0.29
N 0.18 -1.48 0.13
C 1.08 -2.33 -0.11
C 2.55 -1.87 0.11
C 3.60 -2.73 -0.11
C 4.89 -2.27 0.04
C 5.01 -0.96 0.49
C 3.87 -0.26 0.90
N 2.66 -0.71 0.66
H 1.53 -4.31 -0.42
H 0.33 -6.25 0.00
H -1.82 -7.32 0.18
H -3.96 -5.93 0.23
H -3.72 -3.40 0.35
H 3.46 -3.76 -0.46
H 5.79 -2.81 -0.16
H 5.93 -0.41 0.60
H 3.99 0.74 1.38
C 1.11 3.39 0.75
N -0.02 3.91 0.06
C 0.22 4.93 -0.97
C -1.13 3.11 -0.01
N -1.08 1.88 0.37
N -2.24 3.73 -0.50
C -2.66 5.04 -0.01
C -3.31 2.94 -1.03
H 1.91 4.20 0.66
H 1.60 2.50 0.23
H 0.99 3.12 1.79
H 1.25 4.81 -1.33
H 0.21 5.97 -0.59
H -0.45 4.82 -1.78
H -2.03 1.46 0.27
H -1.79 5.54 0.43
H -3.51 5.00 0.73
H -2.98 5.65 -0.88
H -4.10 2.67 -0.30
H -2.89 2.03 -1.44
H -3.74 3.41 -1.95
```

Here are the natural (NBO) charges for atoms 1 to 2, given in e:
1 Tl 0.8268
2 N -0.5825

=====

Entry 4:
ORCA calculation (ωB97M-V with the def2-TZVPD basis set) on a molecular structure, C26H43Cl3MnO2P2 at a distorted geometry.

Output
- energy relative to the best compared isomer or geometry (same formula, charge and spin) (kcal per mole) = 128.5
- multiplicity = 5
- expectation value of S² = 6.1575
- charge = +1
- HOMO energy (alpha / beta) (eV) = -9.57 / -9.39
- maximum force (eV/Å) = 4.070

The geometry in XYZ format:
```
77
C26H43Cl3MnO2P2 | the Open Molecules 2025 dataset | ωB97M-V with the def2-TZVPD basis set
Mn -0.39 -0.75 -2.63
C -0.40 -2.65 1.92
C 0.96 -2.84 1.57
C 0.84 -1.15 3.13
C -0.49 -1.59 2.86
C 1.73 -1.88 2.29
C -1.54 -3.46 1.43
H -1.30 -3.97 0.49
H -2.45 -2.86 1.27
H -1.80 -4.22 2.18
C -1.69 -1.09 3.55
H -2.61 -1.50 3.12
H -1.74 0.00 3.48
H -1.66 -1.34 4.62
C 1.19 -0.19 4.19
H 0.92 -0.62 5.17
H 0.61 0.74 4.09
H 2.26 0.03 4.20
C 3.19 -1.72 2.24
H 3.66 -2.13 3.15
H 3.51 -0.67 2.17
H 3.62 -2.26 1.39
C 1.50 -3.90 0.70
H 1.72 -4.79 1.31
H 2.44 -3.61 0.20
H 0.78 -4.21 -0.07
C -1.61 0.38 -3.72
C -1.66 -1.06 -3.99
C -0.71 -1.76 -4.96
C 0.82 -1.41 -4.86
C 1.32 -0.89 -3.55
C 1.08 0.47 -3.07
C 0.68 1.57 -4.01
C -0.77 1.37 -4.51
H -1.04 -1.52 -5.98
H 1.06 -0.72 -5.68
H -0.82 -2.85 -4.85
H -0.78 1.06 -5.56
H -2.46 0.84 -3.17
H -2.57 -1.62 -3.67
H -1.29 2.33 -4.46
H 0.77 2.54 -3.51
H 1.69 0.78 -2.22
H 1.37 1.63 -4.87
H 1.37 -2.32 -5.12
H 2.18 -1.40 -3.09
P -1.50 0.71 0.58
P 1.67 1.28 0.44
C -0.91 1.99 -0.65
C 0.50 2.52 -0.37
H -1.61 2.82 -0.55
H -0.99 1.59 -1.68
H 0.97 2.88 -1.30
H 0.42 3.38 0.31
C 2.11 2.19 1.96
H 2.77 1.54 2.55
H 1.20 2.43 2.53
H 2.64 3.11 1.67
C 3.28 1.53 -0.45
H 3.40 2.59 -0.74
H 3.33 0.88 -1.33
H 4.08 1.25 0.25
C -3.31 0.91 0.70
H -3.74 -0.08 0.89
H -3.67 1.28 -0.26
H -3.58 1.58 1.52
C -1.69 -0.79 -0.59
H -0.77 -1.40 -0.61
H -1.99 -0.43 -1.60
H -2.52 -1.42 -0.25
Cl -0.64 4.81 4.27
C -1.74 3.47 3.97
Cl -1.47 2.19 5.18
Cl -3.44 3.98 4.02
C -1.49 2.96 2.48
O -1.57 3.81 1.60
O -1.20 1.68 2.30
```

Here are the Mulliken charges for atoms 1 to 2, given in e:
1 Mn 0.0395
2 C 0.4345